(1)
ORCA calculation (ωB97M-V/def2-TZVPD) on a structure of composition C14H21BCoN4.

Each line ends with the Löwdin charge.
CARTESIAN COORDINATES (ANGSTROEM)
C (1.1800, 3.0223, -1.4759)  -0.192
C (-1.6990, 2.9919, -2.7015)  -0.110
C (1.5088, 2.2288, -2.5168)  -0.186
H (1.7088, 2.9067, -0.5247)  0.084
C (-1.4349, 1.8760, -3.3906)  -0.126
H (-2.6644, 3.0996, -2.1895)  0.102
H (2.3077, 1.4829, -2.4154)  0.094
H (-2.1751, 1.0692, -3.4005)  0.099
C (1.0483, 2.3696, -3.9368)  -0.201
H (1.8422, 1.9492, -4.5774)  0.110
H (0.9373, 3.4222, -4.2206)  0.095
C (0.2252, 4.1678, -1.4593)  -0.189
H (0.7916, 5.1118, -1.4864)  0.115
H (-0.2845, 4.1615, -0.4828)  0.109
C (-0.8444, 4.2242, -2.5769)  -0.202
H (-0.3729, 4.4872, -3.5312)  0.096
H (-1.5241, 5.0552, -2.3201)  0.109
C (-0.2501, 1.5994, -4.2700)  -0.192
H (-0.4946, 1.8085, -5.3253)  0.116
H (-0.0599, 0.5163, -4.2238)  0.106
Co (-0.0287, 0.0799, -0.1043)  0.690
H (0.8684, 0.9333, -1.0159)  -0.044
B (-1.7470, -1.4461, 2.1039)  -0.424
N (-1.0791, -2.2565, 0.9681)  -0.049
C (-1.0624, -3.5858, 0.8144)  -0.070
C (-0.2599, -3.9039, -0.2811)  -0.063
C (0.1983, -2.6941, -0.8012)  -0.105
N (-0.3185, -1.6765, -0.0410)  -0.124
N (-0.7793, -0.3224, 2.5489)  -0.049
C (-0.4886, 0.0666, 3.7950)  -0.069
C (0.5171, 1.0361, 3.7459)  -0.059
C (0.8059, 1.2233, 2.3939)  -0.108
N (0.0006, 0.4023, 1.6550)  -0.120
H (-1.8299, -2.2116, 3.0591)  0.075
H (-2.8583, -1.0834, 1.8741)  0.053
H (-1.5966, -4.1994, 1.5250)  0.125
H (-0.0574, -4.8839, -0.6675)  0.089
H (0.8229, -2.4776, -1.6441)  0.101
H (-0.9955, -0.4069, 4.6262)  0.126
H (0.9549, 1.5502, 4.5736)  0.087
H (1.5048, 1.8834, 1.9086)  0.099

Forces on the atoms, in the same order (eV/Å):
C 1.1 -0.1 -1.3
C -0.3 -0.2 0.0
C 0.8 1.5 0.4
H -0.2 -0.3 -0.3
C -0.4 0.3 0.0
H 0.4 -0.4 -0.1
H -0.5 0.2 0.4
H 0.1 0.3 0.1
C -0.1 -0.2 -0.5
H -0.3 0.2 0.1
H 0.1 -0.4 0.0
C -0.5 0.2 -0.1
H -0.1 -0.1 0.1
H 0.0 0.0 -0.2
C 0.0 0.5 0.1
H -0.2 0.0 0.3
H 0.3 -0.2 -0.2
C 0.4 -0.1 0.0
H -0.1 -0.1 0.3
H 0.1 0.2 0.0
Co 0.1 2.8 -3.1
H 0.0 -1.1 0.5
B -0.2 -0.8 1.1
N 1.0 0.0 -1.5
C 0.4 0.5 -0.2
C -0.1 0.0 -0.2
C -1.5 0.5 1.7
N -0.7 -5.2 0.0
N 1.2 1.2 -0.5
C 0.4 0.0 -0.5
C -0.3 -0.1 -0.3
C -1.5 -1.2 0.1
N 0.1 0.9 4.8
H 0.1 0.2 -0.3
H -0.1 0.5 -0.5
H 0.1 0.0 -0.2
H 0.0 -0.1 0.0
H 0.1 0.1 -0.1
H 0.2 0.2 -0.1
H 0.1 0.1 0.2
H 0.0 0.0 0.0

- 2S+1 = 4
- HOMO (spin up / spin down) (eV) = -7.315 / -7.862
- gap between HOMO and LUMO (spin up / spin down) (eV) = 8.10 / 8.23
- expectation value of S² = 3.76
- LUMO level (spin up / spin down) (eV) = 0.78 / 0.37



(2)
ORCA calculation (ωB97M-V/def2-TZVPD) on a structure of composition C14H21CaO12.

Each line ends with the Löwdin charge.
CARTESIAN COORDINATES (ANGSTROEM)
Ca (0.5879, -0.5716, 1.2827)  1.501
C (2.8019, -3.4002, -1.4689)  -0.032
C (2.5710, -2.2509, -0.5404)  -0.711
O (3.3494, -2.0401, 0.4568)  -0.064
O (1.5247, -1.5206, -0.6189)  -0.234
H (2.2689, -4.2989, -1.1585)  0.074
H (3.8561, -3.4907, -1.7309)  0.069
H (2.2953, -3.1374, -2.3976)  0.055
C (-0.0835, -5.1351, 1.5420)  -0.041
C (0.5740, -3.7967, 2.0210)  -0.729
O (1.7643, -3.8869, 2.4276)  -0.044
O (-0.0443, -2.7275, 1.8377)  -0.206
H (0.6195, -5.8354, 1.0908)  0.052
H (-0.7724, -4.8180, 0.7591)  0.047
H (-0.6061, -5.6885, 2.3221)  0.048
C (3.2197, 0.9763, 4.4541)  -0.029
C (2.3051, 0.2565, 3.5014)  -0.695
O (1.6191, 0.9759, 2.7023)  -0.230
O (2.3738, -0.9694, 3.1236)  -0.097
H (4.2381, 0.9635, 4.0658)  0.082
H (3.0310, 0.5136, 5.4228)  0.067
H (2.9205, 1.9837, 4.7434)  0.059
C (0.5059, 5.7388, -1.1446)  -0.009
C (0.6710, 4.3548, -1.8856)  -0.266
C (2.0374, 3.7679, -2.3644)  -0.124
O (1.9697, 2.4734, -1.9231)  0.086
C (0.9940, 2.3292, -0.9600)  -0.466
O (0.5721, 1.2748, -0.4943)  0.082
O (0.2944, 3.4173, -0.9425)  0.100
H (0.5793, 6.5332, -1.8873)  0.066
H (1.3241, 6.1174, -0.5320)  0.077
H (-0.4133, 5.8780, -0.5755)  0.081
H (0.0203, 4.3011, -2.7584)  0.147
H (2.9623, 4.2171, -2.0027)  0.131
H (2.1591, 3.8341, -3.4456)  0.129
C (-5.3468, -1.5798, -0.9136)  -0.010
C (-4.0675, -0.8813, -1.4116)  -0.345
C (-4.1889, 0.6097, -1.5137)  -0.103
O (-3.3481, 1.0860, -0.4760)  0.110
C (-2.5840, 0.0891, -0.0318)  -0.457
O (-1.6632, 0.2173, 0.8046)  0.025
O (-3.0369, -1.1017, -0.4834)  0.120
H (-6.0475, -1.5415, -1.7476)  0.082
H (-5.7272, -0.9976, -0.0743)  0.093
H (-5.1749, -2.6405, -0.7308)  0.091
H (-3.7779, -1.2724, -2.3870)  0.153
H (-5.2542, 0.8242, -1.4277)  0.132
H (-3.8732, 0.8496, -2.5290)  0.135

Forces on the atoms, in the same order (eV/Å):
Ca 1.6 -1.3 0.2
C -0.6 0.6 -1.4
C 1.2 1.6 4.9
O -0.5 -0.9 -2.9
O -0.8 -0.3 -1.5
H 0.6 -0.1 0.5
H 0.0 -0.5 0.5
H -0.1 0.1 -0.3
C -0.3 0.8 -0.4
C 3.8 -1.8 0.4
O -2.1 -0.3 -0.2
O -1.7 1.3 -0.2
H 0.3 0.3 0.2
H -0.4 -0.3 0.0
H -0.2 0.3 0.2
C -0.9 -0.4 1.5
C 0.2 -2.3 -4.7
O -1.3 2.2 0.5
O 0.4 1.8 3.0
H -0.1 -0.3 0.4
H 1.1 -0.7 0.2
H -0.2 0.3 -1.0
C 1.1 0.6 -1.6
C 0.9 2.0 0.6
C 0.4 2.2 -0.3
O 0.1 -2.4 1.3
C -1.3 -4.1 -1.6
O 2.1 2.6 -0.5
O -1.8 0.7 1.7
H -0.7 0.0 -0.5
H 0.3 -1.1 0.5
H 0.0 -0.5 -0.3
H -0.5 0.1 0.2
H -0.2 0.4 0.6
H -0.4 -0.4 -0.1
C 0.6 0.5 -1.0
C -1.1 -1.7 -0.2
C -0.5 -0.7 -0.8
O 0.0 0.9 -0.4
C 2.5 -0.9 3.3
O -3.4 -0.2 -3.0
O 1.4 0.8 0.4
H -0.3 0.1 0.1
H -0.1 -0.5 0.2
H 0.1 0.2 0.4
H 0.2 -0.4 0.2
H 0.2 0.9 0.5
H 0.4 0.9 0.3

- HOMO (eV) = -3.746
- gap between HOMO and LUMO (eV) = 5.68
- LUMO level (eV) = 1.93
- net charge = -1



(3)
ORCA calculation (ωB97M-V/def2-TZVPD) on a structure of composition C14H21ClCrSi.

Each line ends with the Löwdin charge.
CARTESIAN COORDINATES (ANGSTROEM)
C (-2.3692, -0.9679, -0.0231)  -0.206
C (-1.5902, -1.1400, -1.2549)  -0.146
C (-1.3112, 0.1727, -1.7739)  -0.141
H (-1.3329, -2.0741, -1.7190)  0.102
C (-1.7883, 1.1563, -0.8573)  -0.157
C (-2.4921, 0.4769, 0.2202)  -0.199
H (-2.8663, 0.9315, 1.1194)  0.092
H (-2.6649, -1.7523, 0.6447)  0.086
H (-0.9362, 0.3796, -2.7958)  0.120
H (-1.6913, 2.2358, -0.9841)  0.114
Cr (-0.4700, -0.1178, 0.4773)  0.392
Cl (0.2044, -1.9989, 1.4512)  0.165
C (2.3740, 0.1235, 0.2491)  -0.236
C (2.0351, 1.3688, -0.3853)  -0.204
C (1.5966, 1.0801, -1.7253)  -0.216
H (2.0185, 2.3461, 0.0965)  0.069
C (1.7030, -0.3337, -1.9380)  -0.208
C (2.2005, -0.9343, -0.7135)  -0.220
H (2.3508, -1.9867, -0.5283)  0.053
H (2.6963, -0.0058, 1.2779)  0.068
H (1.1717, 1.8021, -2.3996)  0.061
H (1.3891, -0.8827, -2.8015)  0.058
C (1.4617, -0.2839, 4.1030)  -0.212
Si (-0.1210, 0.5888, 3.6272)  0.364
C (-1.6307, -0.4560, 3.9825)  -0.204
C (-0.2128, 2.1100, 4.7296)  -0.212
C (-0.1177, 1.2700, 1.8701)  -0.355
H (1.4119, -0.5309, 5.1742)  0.023
H (2.3369, 0.3656, 3.9542)  0.031
H (1.6208, -1.2173, 3.5477)  -0.017
H (-1.6285, -0.7135, 5.0517)  0.024
H (-2.5562, 0.0982, 3.7727)  0.027
H (-1.6403, -1.3907, 3.4077)  -0.008
H (0.6589, 2.7635, 4.5780)  0.027
H (-1.1240, 2.6924, 4.5322)  0.022
H (-0.2268, 1.8034, 5.7846)  0.016
H (-0.9344, 2.0363, 1.7465)  0.022
H (0.8072, 1.8690, 1.7411)  0.005

Forces on the atoms, in the same order (eV/Å):
C 0.5 1.9 -1.3
C -1.4 1.8 0.7
C -1.1 -0.7 0.1
H 0.2 -0.1 0.1
C -0.7 -0.9 0.2
C 0.4 -1.4 -1.4
H -0.2 0.0 0.0
H -0.1 -0.1 0.1
H 0.2 -0.2 1.2
H 0.0 -0.5 0.2
Cr 3.1 0.3 -1.5
Cl -0.2 -1.0 0.7
C -0.6 -0.1 -1.2
C -0.5 -1.1 -0.8
C 0.8 -0.9 1.2
H 0.1 -0.3 -0.2
C 0.9 0.6 2.0
C -0.6 1.9 -0.8
H 0.0 0.0 0.0
H 0.0 0.0 -0.2
H 0.0 0.2 -0.2
H -0.1 -0.2 -0.4
C 0.3 -0.3 0.2
Si 0.1 0.8 -1.0
C -0.2 -0.3 0.3
C -0.1 0.1 0.5
C -0.6 1.1 1.1
H 0.1 0.0 -0.1
H -0.2 -0.1 0.0
H -0.1 0.3 0.1
H -0.1 0.0 -0.1
H 0.2 -0.1 0.0
H 0.1 0.3 0.1
H -0.2 -0.2 0.0
H 0.2 -0.1 0.0
H 0.0 0.2 0.0
H 0.5 -0.5 0.4
H -0.4 -0.6 0.0

- 2S+1 = 4
- HOMO (spin up / spin down) (eV) = -3.247 / -3.293
- gap between HOMO and LUMO (spin up / spin down) (eV) = 6.10 / 6.12
- expectation value of S² = 3.82
- LUMO level (spin up / spin down) (eV) = 2.85 / 2.83
- net charge = -1



(4)
ORCA calculation (ωB97M-V/def2-TZVPD) on a structure of composition C14H21CoN4O.

Each line ends with the Löwdin charge.
CARTESIAN COORDINATES (ANGSTROEM)
Co (1.6759, 1.1525, 0.5758)  0.680
C (4.0243, 0.2580, 0.6109)  -0.081
C (3.6694, 0.3107, -0.7220)  -0.071
C (3.3253, 1.5184, -1.2933)  -0.078
C (3.3480, 2.6700, -0.5315)  -0.077
C (3.7167, 2.6179, 0.7989)  -0.077
C (4.0539, 1.4083, 1.3717)  -0.076
H (4.2847, -0.6881, 1.0493)  0.135
H (3.6710, -0.5871, -1.3176)  0.137
H (3.0441, 1.5669, -2.3336)  0.138
H (3.0976, 3.6182, -0.9770)  0.140
H (3.7430, 3.5162, 1.3935)  0.140
H (4.3621, 1.3587, 2.4037)  0.139
C (0.4420, -2.2895, 4.3980)  -0.006
N (-0.0841, -1.9785, 3.0465)  -0.149
C (-1.5059, -2.3744, 2.9005)  -0.008
C (0.4435, -0.9905, 2.3043)  -0.108
N (0.8919, -0.1311, 1.6722)  0.087
H (0.2076, -3.3220, 4.6745)  0.107
H (0.0044, -1.6118, 5.1376)  0.108
H (1.5309, -2.1767, 4.4173)  0.102
H (-1.6565, -3.4032, 3.2416)  0.107
H (-1.8091, -2.3223, 1.8497)  0.094
H (-2.1452, -1.7055, 3.4851)  0.107
N (0.1756, 0.7880, -0.4711)  0.085
C (-0.7480, 0.5759, -1.1348)  -0.108
N (-1.8225, 0.3237, -1.8985)  -0.043
C (-1.9519, -0.9644, -2.6621)  -0.087
C (-2.8896, -0.7755, -3.8589)  -0.161
O (-4.1836, -0.3181, -3.4390)  -0.119
C (-4.0708, 0.9440, -2.7648)  -0.160
C (-3.1854, 0.8313, -1.5195)  -0.085
H (-2.3489, -1.7293, -1.9840)  0.136
H (-0.9665, -1.2893, -3.0139)  0.135
H (-3.0277, -1.7297, -4.3768)  0.143
H (-2.4738, -0.0604, -4.5788)  0.135
H (-5.0793, 1.2566, -2.4764)  0.143
H (-3.6760, 1.6896, -3.4652)  0.135
H (-3.6268, 0.1310, -0.8002)  0.136
H (-3.0974, 1.8124, -1.0402)  0.138
H (0.6370, 2.0990, 1.3285)  0.089

Forces on the atoms, in the same order (eV/Å):
Co 1.2 0.6 -0.3
C 0.3 -0.7 0.2
C 0.0 -0.6 -0.5
C -0.2 -0.1 -0.8
C -0.2 0.9 -0.2
C 0.0 0.7 0.5
C 0.2 -0.1 0.8
H 0.1 -0.2 0.1
H 0.0 -0.2 -0.1
H 0.0 0.0 -0.1
H -0.1 0.2 -0.1
H 0.0 0.2 0.0
H 0.0 0.0 0.2
C 0.8 0.4 0.2
N 0.5 1.2 -0.9
C -0.4 0.3 -0.7
C -1.5 -2.4 2.3
N 0.5 -1.6 1.4
H -0.1 0.2 -0.4
H 0.0 -0.1 -0.1
H -0.2 0.0 -0.1
H 0.4 0.2 0.0
H 0.1 0.0 0.2
H 0.1 -0.1 0.0
N -0.7 0.2 -1.9
C -2.8 -0.8 -1.8
N 1.1 0.1 1.1
C 0.5 -0.1 -0.2
C -0.6 0.4 0.3
O 0.7 0.2 0.4
C 0.2 -0.6 -0.4
C 0.0 0.5 0.2
H 0.0 0.2 -0.1
H -0.1 0.2 0.1
H 0.0 0.1 0.2
H 0.1 0.0 0.1
H 0.2 -0.2 0.0
H 0.1 0.0 0.1
H 0.1 0.0 -0.2
H 0.1 -0.2 -0.1
H -0.1 1.1 0.4

- 2S+1 = 5
- HOMO (spin up / spin down) (eV) = -15.323 / -15.314
- gap between HOMO and LUMO (spin up / spin down) (eV) = 9.36 / 6.06
- expectation value of S² = 6.01
- LUMO level (spin up / spin down) (eV) = -5.96 / -9.25
- net charge = +2



(5)
ORCA calculation (ωB97M-V/def2-TZVPD) on an isolated molecule of C14H21N3O5S2.

Each line ends with the Löwdin charge.
CARTESIAN COORDINATES (ANGSTROEM)
C (-7.0541, -0.4070, 0.0469)  -0.035
O (-5.7416, 0.1367, 0.1397)  -0.017
C (-4.7707, -0.5578, -0.4379)  -0.462
O (-4.9263, -1.5975, -1.0271)  0.121
C (-3.4181, 0.1321, -0.3032)  -0.233
C (-3.3775, 1.3452, -1.2448)  -0.206
C (-2.0985, 2.1556, -1.0791)  -0.477
S (-2.0926, 3.1358, 0.4680)  0.808
C (-0.7977, 2.2902, 1.4197)  -0.405
N (-2.3710, -0.8092, -0.6349)  0.114
C (-1.5690, -1.3191, 0.3566)  -0.537
O (-1.4967, -0.8275, 1.4661)  0.043
N (-0.8308, -2.4029, -0.0249)  0.080
C (0.2699, -2.8589, 0.8057)  -0.130
C (1.5117, -2.0356, 0.5631)  -0.193
C (2.4403, -2.4171, -0.3994)  -0.023
C (3.5486, -1.6260, -0.6529)  -0.054
C (3.7165, -0.4554, 0.0583)  -0.289
S (5.1368, 0.5808, -0.2828)  0.600
N (4.5536, 1.7194, -1.3577)  -0.060
O (6.1138, -0.1855, -0.9910)  -0.293
O (5.4961, 1.2912, 0.9035)  -0.289
C (2.8052, -0.0572, 1.0164)  -0.049
C (1.6991, -0.8502, 1.2685)  -0.011
H (-7.7073, 0.2908, 0.5635)  0.095
H (-7.0894, -1.3897, 0.5206)  0.099
H (-7.3483, -0.5088, -0.9994)  0.099
H (-3.2761, 0.4593, 0.7319)  0.147
H (-3.4470, 0.9910, -2.2771)  0.125
H (-4.2380, 1.9816, -1.0354)  0.112
H (-2.0057, 2.8710, -1.8962)  0.067
H (-1.2243, 1.5077, -1.0617)  0.072
H (0.1504, 2.3786, 0.8951)  0.028
H (-0.7406, 2.8042, 2.3734)  0.031
H (-1.0644, 1.2490, 1.5739)  -0.001
H (-2.6177, -1.4262, -1.3979)  0.141
H (-0.7867, -2.6311, -1.0053)  0.141
H (-0.0545, -2.7470, 1.8425)  0.127
H (0.4492, -3.9137, 0.5885)  0.125
H (2.3024, -3.3407, -0.9430)  0.115
H (4.2964, -1.9049, -1.3784)  0.112
H (4.2849, 1.3506, -2.2530)  0.070
H (3.8859, 2.3598, -0.9653)  0.068
H (2.9874, 0.8532, 1.5656)  0.115
H (0.9713, -0.5566, 2.0091)  0.112

Forces on the atoms, in the same order (eV/Å):
C -0.3 -0.3 -0.1
O 0.1 0.3 0.2
C 0.4 -0.1 0.0
O -0.2 -0.1 0.0
C -0.1 0.1 -0.1
C 0.1 0.0 0.2
C -0.2 0.3 0.4
S 0.1 -0.1 -0.1
C -0.3 0.1 -0.3
N -0.2 0.1 -0.1
C 0.0 -0.1 -0.5
O 0.0 0.0 0.5
N 0.0 -0.3 -0.1
C 0.0 0.2 0.1
C 0.0 -0.1 0.0
C 0.0 0.1 0.1
C 0.1 -0.1 -0.1
C 0.6 0.2 0.0
S -0.4 0.4 -0.5
N 0.7 -0.4 0.5
O -0.2 -0.1 -0.2
O -0.3 0.1 0.1
C -0.1 0.0 0.1
C 0.1 0.0 0.0
H 0.0 0.0 0.0
H 0.0 0.1 0.0
H 0.0 0.0 0.1
H 0.0 0.0 -0.2
H -0.1 0.0 0.0
H 0.0 0.0 -0.1
H 0.1 -0.1 0.0
H 0.1 0.0 -0.1
H 0.1 0.0 0.1
H 0.1 0.0 0.1
H 0.1 0.0 0.1
H 0.0 0.0 0.1
H 0.0 0.1 0.1
H 0.1 -0.2 -0.1
H 0.0 0.1 0.1
H 0.0 -0.1 -0.1
H 0.1 -0.1 -0.1
H 0.0 -0.2 -0.2
H -0.2 0.1 0.2
H 0.0 0.1 0.1
H -0.1 0.0 0.1

- HOMO (eV) = -8.548
- gap between HOMO and LUMO (eV) = 8.87
- SMILES = COC(=O)[C@H](CCSC)NC(=O)NCc1ccc(S(N)(=O)=O)cc1
- LUMO level (eV) = 0.33